No. 1
The following is a DFT calculation (the ωB97M-V functional and the def2-TZVPD basis) of C6H15N3OS as an isolated structure.

Last column: natural (NBO) charge in e.
Atoms and positions in Å:
1 C 0.126 0.182 -0.071  0.813
2 C -1.643 0.926 -1.168  -0.158
3 C -0.386 1.475 -1.842  0.253
4 C 1.682 -1.524 2.765  -0.651
5 C -0.431 -2.363 1.705  -0.635
6 C 0.397 -1.133 2.054  -0.058
7 N 0.618 1.025 -1.004  -0.648
8 N 0.804 -0.248 0.909  -0.490
9 N -0.167 1.111 -3.264  -0.730
10 O -1.142 0.001 -0.252  -0.396
11 S -0.488 3.737 -2.069  -0.017
12 H -2.222 1.724 -0.549  0.268
13 H -2.400 0.288 -1.766  0.268
14 H 1.527 -2.144 3.670  0.279
15 H 2.374 -2.116 2.042  0.226
16 H 2.155 -0.543 3.165  0.239
17 H -0.624 -2.815 2.621  0.253
18 H 0.158 -3.058 1.175  0.223
19 H -1.441 -2.233 1.212  0.233
20 H -0.218 -0.509 2.784  0.238
21 H 1.346 1.662 -0.818  0.457
22 H 1.774 -0.314 0.831  0.440
23 H -0.803 0.408 -3.648  0.475
24 H 0.760 0.653 -3.277  0.456
25 H -0.011 2.025 -3.649  0.487
26 H -1.748 3.781 -1.556  0.174

- Spin multiplicity: 1
- Highest occupied orbital energy: -17.76 eV
- ΔE to the lowest compared entry with this formula, charge and spin: 83.13 kJ/mol
- Kohn-Sham gap: 9.076 eV
- E_LUMO: -0.319 Eh
- Electronic energy: -23799.6053 eV
- Charge: +2



No. 2
The following is a DFT calculation (the ωB97M-V functional and the def2-TZVPD basis) of C27H26FeNP as an isolated structure.

Last column: Löwdin spin population.
Atoms and positions in Å:
1 Fe -0.084 0.068 -0.281  1.374
2 C -1.818 -2.058 -0.891  0.001
3 N -1.258 -1.480 0.353  -0.005
4 C -2.360 -1.238 1.300  0.002
5 C -0.308 -2.450 0.968  0.001
6 C 1.090 -2.222 0.448  -0.015
7 C 1.980 -3.283 0.291  -0.006
8 C 3.275 -3.050 -0.125  0.004
9 C 3.694 -1.754 -0.398  -0.007
10 C 2.814 -0.691 -0.265  -0.019
11 C 1.500 -0.915 0.151  -0.148
12 H -2.408 -2.950 -0.664  -0.001
13 H -1.010 -2.335 -1.570  0.000
14 H -2.457 -1.324 -1.382  0.000
15 H -2.809 -2.191 1.595  0.000
16 H -3.131 -0.639 0.820  0.000
17 H -1.985 -0.724 2.183  0.000
18 H -0.638 -3.473 0.767  0.000
19 H -0.337 -2.309 2.049  0.000
20 H 1.648 -4.293 0.503  -0.001
21 H 3.961 -3.878 -0.242  0.000
22 H 4.709 -1.569 -0.727  -0.001
23 H 3.166 0.299 -0.495  -0.002
24 C -1.185 0.302 -5.062  0.004
25 C -1.941 0.945 -4.096  -0.001
26 C -1.323 1.496 -2.979  0.005
27 C 0.060 1.411 -2.830  0.006
28 C 0.815 0.754 -3.809  0.004
29 C 0.196 0.211 -4.919  -0.001
30 P 0.886 1.872 -1.266  -0.038
31 C 2.393 2.762 -1.705  -0.009
32 C 2.389 3.552 -2.856  -0.003
33 C 3.502 4.311 -3.179  -0.001
34 C 4.619 4.290 -2.356  -0.001
35 C 4.623 3.521 -1.203  0.000
36 C 3.513 2.760 -0.874  -0.001
37 C -0.266 2.806 -0.292  -0.016
38 C -0.635 4.138 -0.217  -0.005
39 C -1.745 4.452 0.553  0.002
40 C -2.456 3.437 1.181  -0.006
41 C -2.062 2.104 1.102  -0.012
42 C -0.924 1.754 0.376  -0.105
43 H -1.667 -0.124 -5.932  0.000
44 H -3.013 1.032 -4.212  0.000
45 H -1.920 2.021 -2.239  0.000
46 H 1.891 0.675 -3.701  0.000
47 H 0.788 -0.286 -5.676  0.000
48 H 1.523 3.563 -3.505  0.000
49 H 3.496 4.918 -4.074  0.000
50 H 5.487 4.882 -2.613  0.000
51 H 5.489 3.516 -0.555  0.000
52 H 3.514 2.189 0.045  0.000
53 H -0.080 4.907 -0.741  -0.001
54 H -2.064 5.480 0.657  0.000
55 H -3.336 3.691 1.759  -0.001
56 H -2.657 1.380 1.639  -0.001

- Spin multiplicity: 2
- Highest occupied orbital energy (spin up / spin down): -11.55 / -11.52 eV
- ΔE to the lowest compared entry with this formula, charge and spin: 59.19 kJ/mol
- Kohn-Sham gap (spin up / spin down): 7.400 / 8.695 eV
- E_LUMO (spin up / spin down): -0.152 / -0.104 Eh
- Electronic energy: -73578.7546 eV
- Charge: +1



No. 3
The following is a DFT calculation (the ωB97M-V functional and the def2-TZVPD basis) of C26H34O2PtS8Sb as an isolated structure.

Last column: Mulliken charge in e.
Atoms and positions in Å:
1 Pt 0.027 -0.030 0.017  1.208
2 C -2.255 -2.219 2.364  0.421
3 C -0.932 -2.922 2.079  -1.037
4 S 0.351 -2.268 0.934  0.175
5 C 0.025 -3.248 -0.561  -1.129
6 C -1.289 -2.921 -1.232  -0.782
7 S -1.485 -1.132 -1.551  0.048
8 C -3.253 -0.930 -1.198  -0.732
9 C -3.683 -0.876 0.256  0.338
10 S -3.624 -2.437 1.194  -0.219
11 H -2.107 -1.162 2.544  -0.789
12 H -2.622 -2.659 3.293  0.556
13 H -1.099 -3.935 1.709  0.478
14 H -0.384 -3.013 3.018  0.583
15 H 0.054 -4.298 -0.267  0.769
16 H 0.870 -3.059 -1.218  0.239
17 H -2.131 -3.237 -0.621  0.248
18 H -1.340 -3.422 -2.200  0.642
19 H -3.741 -1.736 -1.749  0.563
20 H -3.519 0.007 -1.690  0.336
21 H -4.727 -0.559 0.273  0.643
22 H -3.102 -0.127 0.786  -0.687
23 O -1.300 0.524 1.672  -0.563
24 C -1.105 1.585 2.383  -0.636
25 O -0.085 2.280 2.299  -0.775
26 C -2.180 1.958 3.350  0.527
27 C -3.415 1.316 3.365  -0.048
28 C -4.381 1.686 4.287  -1.043
29 C -4.116 2.698 5.200  -0.403
30 C -2.886 3.342 5.189  -0.751
31 C -1.922 2.976 4.265  -0.437
32 H -3.630 0.531 2.655  0.467
33 H -5.341 1.188 4.292  0.428
34 H -4.870 2.985 5.921  0.413
35 H -2.681 4.130 5.901  0.418
36 H -0.962 3.473 4.240  0.448
37 C 1.823 0.536 3.481  -1.225
38 Sb 1.912 1.066 1.434  1.292
39 C 2.480 3.073 1.192  -0.826
40 C 3.839 0.209 1.120  -1.529
41 H 2.476 1.223 4.020  0.434
42 H 2.210 -0.476 3.593  0.400
43 H 0.817 0.608 3.881  0.264
44 H 3.538 3.152 1.437  0.468
45 H 1.875 3.687 1.851  0.281
46 H 2.321 3.356 0.155  0.000
47 H 4.480 0.683 1.866  0.528
48 H 4.216 0.428 0.124  0.413
49 H 3.847 -0.864 1.287  0.423
50 C 3.371 -0.991 -3.402  -0.812
51 C 2.378 -0.055 -3.634  -0.699
52 C 1.433 0.232 -2.655  0.809
53 C 1.458 -0.406 -1.420  0.900
54 C 2.468 -1.343 -1.200  -0.579
55 C 3.410 -1.637 -2.176  -0.919
56 H 4.103 -1.218 -4.166  0.411
57 H 2.323 0.460 -4.584  0.491
58 H 0.672 0.962 -2.879  -0.791
59 H 2.551 -1.862 -0.255  0.827
60 H 4.180 -2.370 -1.968  0.473
61 C 0.166 5.318 -0.898  -0.641
62 S 1.227 4.433 -2.071  -0.089
63 C 0.091 3.386 -2.897  1.030
64 C -0.739 2.448 -2.387  -0.787
65 S -0.926 2.031 -0.708  -0.030
66 S -1.765 1.644 -3.564  -0.013
67 C -1.092 2.339 -5.004  0.101
68 S -1.590 2.010 -6.514  -0.174
69 S 0.057 3.599 -4.624  -0.120
70 H 0.752 6.183 -0.589  0.413
71 H -0.089 4.706 -0.038  0.029
72 H -0.733 5.661 -1.403  0.331

- Spin multiplicity: 1
- Highest occupied orbital energy: -10.28 eV
- ΔE to the lowest compared entry with this formula, charge and spin: 0.00 kJ/mol
- Kohn-Sham gap: 6.100 eV
- E_LUMO: -0.154 Eh
- Electronic energy: -128070.0501 eV
- Charge: +1



No. 4
The following is a DFT calculation (the ωB97M-V functional and the def2-TZVPD basis) of C3H5NaO4 as an isolated structure.

Last column: natural (NBO) charge in e.
Atoms and positions in Å:
1 H 0.992 0.761 -0.697  -0.043
2 H 0.968 -0.881 -1.465  0.130
3 C 1.144 -0.507 -0.431  0.026
4 C 0.019 -0.930 0.503  -0.111
5 O -1.258 -0.801 -0.144  -0.504
6 C -1.992 0.266 0.113  0.985
7 O -1.970 0.933 1.122  -0.658
8 O -2.775 0.510 -0.934  -0.674
9 O 2.361 -0.683 0.066  -1.010
10 H 0.035 -0.335 1.424  0.196
11 H 0.123 -1.993 0.753  0.191
12 H -3.467 1.128 -0.665  0.495
13 Na 3.465 1.196 0.075  0.977

- Spin multiplicity: 1
- Highest occupied orbital energy: -7.55 eV
- ΔE to the lowest compared entry with this formula, charge and spin: 148.39 kJ/mol
- Kohn-Sham gap: 6.370 eV
- E_LUMO: -0.043 Eh
- Electronic energy: -15797.8512 eV